H3PS | ωB97M-V/def2-TZVPD

Last column: Löwdin charge in e.
Cartesian coordinates (Å):
S -1.301859 -0.431870 -0.269932  0.010
P 0.329440 0.698573 0.126912  0.249
H 1.137309 0.292905 -1.064643  -0.103
H -1.870700 -0.625531 1.822852  0.079
H -0.242289 1.796964 -0.287059  -0.235

Atomic forces in eV per Å
-1.7561 -1.2291 2.7401
2.5034 -2.2470 0.3274
-0.8802 0.6435 1.0095
0.7348 0.1218 -2.8036
-0.6020 2.7107 -1.2735

---

C46H39BiCl2F7GeN4O5SSb | ωB97M-V/def2-TZVPD

Multiplicity ... 2
Charge ... +1
⟨S²⟩ ... 0.7786

Last column: Mulliken spin population.
Cartesian coordinates (Å):
Bi -1.304783 -1.216975 -1.846194  -0.005
Sb -2.247582 -4.337783 -0.302844  -0.001
Ge 2.075104 -0.582655 1.722656  0.000
Cl 0.323526 1.832188 3.899036  0.000
Cl -0.982510 -1.042819 1.151542  0.003
S -2.154419 1.257747 -5.933034  0.027
F -1.896105 -4.343721 1.555194  0.000
F -0.568288 -3.395502 -0.495331  0.006
F -1.194044 -5.883359 -0.592697  -0.001
F -3.280027 -2.764595 -0.077175  0.000
F 2.123382 4.931453 -1.385462  0.000
F -2.400614 -4.037950 -2.203004  0.000
F -3.807001 -5.374253 -0.277592  0.000
O -3.448081 0.030994 -2.008500  0.001
O -0.919661 1.041013 -1.318879  -0.004
O 0.759396 -0.978646 -1.187493  0.006
O -4.749729 0.401135 -0.185133  0.001
O 1.284005 0.143174 -3.035366  0.001
N -0.340479 -2.588634 -3.601889  0.052
N -0.596439 -3.250355 -5.721312  -0.033
N -1.424325 -0.129336 -3.954185  0.018
N -3.091620 4.174301 0.156139  0.000
C 3.564689 -4.915917 0.401026  0.000
C 2.660006 -2.389769 1.175164  0.000
C -1.870422 6.738179 0.700299  0.000
C -1.007040 -0.291096 4.829575  0.000
C 3.893071 1.332520 3.106230  0.000
C 0.177659 -3.830328 -3.696071  0.240
C 1.479399 -0.114272 -1.854989  -0.003
C 2.424050 -4.793587 1.181090  0.000
C -1.053106 3.320215 -0.788787  -0.001
C 0.433687 -5.527061 -5.454096  0.030
C -0.786625 -2.259300 -4.820042  0.096
C -1.770375 4.374958 -0.194625  0.000
C 2.533066 0.596524 -1.008692  0.001
C -1.692029 -0.352988 -6.231900  0.087
C -3.371849 6.585740 0.490977  0.000
C -2.330587 -0.366045 4.944655  0.000
C -1.659987 2.008608 -0.962148  0.000
C 6.047604 0.895012 4.081973  0.000
C 1.987526 -3.536437 1.584350  0.000
C 3.817030 -2.525995 0.408816  0.000
C -1.131063 5.614987 0.025775  0.000
C 2.002545 0.936162 0.396503  0.000
C -3.038191 1.933489 -0.673891  0.000
C 1.030624 -6.324417 -4.477197  0.210
C 0.857359 4.729350 -0.997256  0.000
C 0.012156 -4.287470 -5.048408  0.118
C 4.271446 -3.779730 0.026046  0.000
C -3.843833 0.650874 -0.965886  0.000
C 0.273158 3.513702 -1.204685  0.001
C 0.816947 -4.642466 -2.733325  0.032
C 5.023476 1.780382 3.782073  0.000
C -3.208367 -0.023624 3.835057  0.000
C -2.721364 0.303797 2.641522  0.000
C 1.217137 -5.879599 -3.141553  0.040
C -1.841725 1.050938 -4.267636  0.004
C -3.680159 3.003344 -0.113211  0.000
C 0.918795 -0.752575 3.373122  0.000
C -1.257962 0.296912 2.354299  0.000
C 5.936382 -0.436909 3.719211  0.000
C -3.841480 5.198065 0.908832  0.000
C 0.172565 5.777027 -0.382946  0.000
C -3.702658 4.924581 2.405251  0.000
C 3.792776 0.002724 2.713891  0.000
C -1.323879 -0.950359 -5.055824  0.027
C 4.807716 -0.887604 3.038557  0.000
C -0.307966 0.144696 3.577424  0.000
H 2.601717 1.731416 0.834497  0.000
H -0.973920 1.196186 1.810187  0.000
H 3.917332 -5.896178 0.101026  0.000
H -3.601979 6.731422 -0.567453  0.000
H 5.180995 -3.869075 -0.555220  0.000
H 4.734590 -1.935235 2.775800  0.000
H 0.309194 -5.867695 -6.472402  0.006
H -0.354262 -0.535173 5.658144  0.000
H -0.883858 -3.252236 -6.686827  0.000
H 6.926317 1.242057 4.610782  0.000
H -1.996129 1.840773 -3.549864  0.011
H 4.390656 -1.648590 0.134156  0.000
H 0.984329 -4.300683 -1.720637  0.025
H -1.528045 7.697024 0.312105  0.000
H 2.814049 1.502376 -1.547266  0.000
H 0.570547 -1.788887 3.386538  0.000
H -2.778445 -0.689961 5.874618  0.000
H 1.375205 -7.313897 -4.747429  -0.001
H 3.422979 -0.034022 -0.950637  0.000
H -3.916692 7.337528 1.060430  0.000
H 0.795544 2.701569 -1.692008  0.000
H -1.710553 -0.763172 -7.228920  0.001
H 1.100158 -3.467477 2.200491  0.000
H 6.720695 -1.141449 3.969497  0.000
H -4.265482 5.664191 2.974207  0.000
H 1.857373 -5.671177 1.469163  0.000
H 5.089881 2.819981 4.080277  0.000
H -2.659843 4.956497 2.721635  0.000
H -4.096810 3.935913 2.641652  0.000
H -1.640018 6.729518 1.769076  0.000
H 0.678622 6.723342 -0.240356  0.000
H 3.092205 2.034119 2.907673  0.000
H 1.587041 -0.622984 4.222360  0.000
H -4.277607 -0.035857 3.999379  0.000
H 1.680702 -6.541278 -2.423756  0.004
H 0.973249 1.285640 0.299093  0.000
H -3.373633 0.520542 1.803014  0.000
H -4.725887 2.903573 0.151570  0.000
H -4.890126 5.090700 0.628379  0.000

Atomic forces in eV per Å
-0.4486 1.5017 1.8434
-0.5419 -0.9890 0.9992
2.0823 0.6511 1.4138
-0.1040 0.1648 -0.0135
-0.0989 -0.3103 0.3680
0.0890 -0.2081 -0.1627
-0.1546 -0.1570 -0.5059
-0.1908 0.5885 -0.2547
-0.0988 0.1239 -0.1482
0.5516 0.0758 -0.3300
0.0150 0.0496 -0.0182
0.2011 0.0930 0.0191
0.2471 0.0866 0.0177
0.3257 -0.6136 -0.1988
-0.1198 -0.2043 -0.3593
0.0457 -0.2586 -0.4186
-0.0104 -0.1928 -0.4580
0.0610 -0.0747 -0.0572
0.6257 -0.9111 -0.3239
-0.1023 0.1964 0.2056
0.0775 -0.3179 -0.4562
-0.1748 -0.1498 -0.1382
0.0006 -0.0595 -0.0362
-0.5639 0.4317 -0.1220
-0.1112 -0.0427 0.0289
-0.1322 0.1137 0.1024
0.5239 0.0376 0.2082
-0.4487 0.8020 -0.3181
0.1562 0.1864 0.2015
-0.0810 -0.0332 0.0153
0.0621 -0.0624 -0.0040
-0.2511 0.3627 -0.2985
0.0509 0.0822 -0.5257
0.3226 -0.1341 -0.1158
-0.2991 -0.1485 0.0630
-0.0715 0.1395 0.0186
0.1355 -0.0686 -0.0785
0.1709 -0.0646 0.0432
-0.2444 0.5325 0.3364
0.1057 0.0493 0.0684
-0.0465 -0.0243 -0.2453
-0.0428 -0.0743 -0.0848
0.0143 0.1567 0.0588
-0.5708 -0.7444 0.0048
-0.0556 -0.7908 -0.4366
0.0290 -0.0165 0.1182
-0.1231 -0.1835 -0.0023
0.2214 -0.5819 -0.2320
-0.0008 0.0369 -0.0257
0.0436 0.9244 0.8869
0.0707 0.0358 -0.0259
0.3621 -0.4133 0.4384
-0.2195 0.0845 -0.0159
-0.0111 0.1533 -0.0766
-0.0688 0.0490 -0.0072
-0.0309 0.1496 0.2745
-0.0456 -0.0101 0.1024
0.1173 0.1227 0.0961
-0.3891 0.0358 -0.9125
-0.0507 0.1711 0.1370
-0.0740 -0.2367 -0.0372
-0.0772 0.2397 0.3206
-0.0336 -0.0444 0.0048
-0.0287 -0.0102 -0.1241
-1.2666 -0.4253 -0.8394
-0.0177 0.1665 -0.1269
0.2679 0.2854 0.2275
0.1739 -0.2646 -0.1147
0.0005 -0.0569 0.0602
0.0604 -0.0664 -0.0654
-0.0073 0.0152 0.0221
-0.0560 0.0415 0.0166
-0.0037 -0.0115 0.0018
0.0004 0.0074 -0.0269
0.0230 -0.0676 0.0216
-0.0014 -0.0394 0.0027
0.0093 0.0256 0.0079
0.0022 -0.0018 -0.0097
-0.0509 -0.0358 0.0571
0.0248 -0.0177 -0.0169
-0.0913 0.0707 -0.0101
0.0280 -0.0118 -0.0007
0.0581 -0.0295 -0.0192
-0.0358 0.0266 0.0237
0.0378 -0.0173 0.0164
-0.0166 -0.0024 -0.0102
0.0041 0.0076 -0.1018
-0.0477 -0.0275 -0.0064
0.0574 0.0454 0.0363
0.0258 -0.0071 0.0067
-0.0778 -0.0092 -0.0643
0.0355 0.0582 0.0135
0.0076 0.0085 0.0065
0.0721 -0.0042 0.0531
0.0615 -0.0172 0.0206
0.0036 -0.0087 0.0158
0.0165 -0.0047 0.0459
0.0185 0.0343 -0.0095
-0.0011 0.0048 0.0161
-0.0214 0.0220 -0.0443
0.0350 0.0686 -0.0484
-0.0157 -0.0171 -0.0512
0.0374 -0.0189 -0.0459
0.0450 0.0706 0.0801
-0.0331 -0.0075 0.0345
0.0055 0.0125 0.0698
0.0405 -0.0986 -0.0717

---

C20H43Br13ClNTa | ωB97M-V/def2-TZVPD

Charge ... -1

Last column: Löwdin charge in e.
Cartesian coordinates (Å):
Ta 3.325640 1.946587 3.428086  1.475
Br -7.800381 -1.165128 -2.556613  0.591
Br -4.761930 -1.497606 -0.708520  0.610
Br 3.459690 5.725168 -3.271271  0.661
Br -7.550621 -8.484464 -3.584840  0.619
Br 4.093211 0.926918 7.582877  0.585
Br 1.811889 6.700017 0.490226  0.596
Br -4.447738 -6.174787 -5.266517  0.619
Br 5.099431 5.568520 1.632248  0.628
Br 6.473345 3.828295 -2.453746  0.666
Br -2.131161 0.997401 -0.012168  0.611
Br -6.810523 -11.808309 -4.973891  0.600
Br -2.990951 -5.091377 -2.054407  0.615
Br -8.860879 -4.259313 -0.927511  0.595
Cl 3.624089 -0.959580 1.607468  0.482
N 0.048164 0.208711 2.532736  0.034
C -7.504486 -10.225147 -5.865253  -0.703
C 0.834108 -0.069633 3.498763  -0.410
C 1.532211 0.870586 4.381380  -0.377
C -6.877219 -8.959860 -5.346188  -0.723
C 5.888413 1.410831 5.310731  -0.421
C 6.183414 5.077760 -3.913575  -0.690
C -3.048731 -1.708839 0.208362  -0.668
C 4.644697 6.620534 0.068885  -0.746
C -5.293265 -5.262707 -3.764737  -0.692
C 3.529358 7.595711 0.338756  -0.700
C 4.226483 1.401373 0.358342  -0.408
C -9.195487 -1.425911 -1.232553  -0.690
C 4.872811 0.608723 4.460193  -0.440
C 5.318245 6.237654 -3.501186  -0.687
C 3.286597 0.803022 1.418568  -0.875
C 5.857061 1.168453 6.810933  -0.621
C -4.381309 -4.253642 -3.125796  -0.709
C 3.589192 2.581033 -0.370874  -0.153
C -8.790640 -2.452913 -0.208890  -0.697
C -2.708414 -0.511565 1.050242  -0.712
H 5.327557 7.010833 -4.266058  0.057
H -3.158016 -2.595240 0.828037  0.058
H -2.310449 -1.895455 -0.563559  0.047
H 4.375073 5.903730 -0.702349  -0.033
H 6.453256 0.305593 7.078365  0.048
H -3.875895 -3.628334 -3.853860  0.056
H 3.338162 3.088626 4.887159  -0.136
H 3.709604 3.509324 0.179702  0.006
H 0.852871 1.658623 4.704508  0.036
H 4.782852 2.942456 2.850760  -0.147
H 5.746405 4.506688 -4.725608  0.048
H -1.856908 -0.725320 1.698804  0.016
H -4.941680 -3.626389 -2.437442  -0.022
H -6.170519 -4.769832 -4.176512  0.060
H -9.340163 -0.457893 -0.759095  0.059
H -0.038426 1.224084 2.453742  0.027
H 5.797441 2.474855 5.124955  0.041
H 5.638524 6.660373 -2.555239  0.029
H -7.272258 -10.354177 -6.919472  0.057
H 7.167604 5.434890 -4.208630  0.055
H 3.679843 8.137347 1.266499  0.045
H 4.468199 0.623750 -0.366983  0.074
H -10.093040 -1.708737 -1.771593  0.048
H 2.520828 2.421321 -0.499685  0.070
H 6.893976 1.130744 4.995245  0.093
H 6.266117 2.020527 7.339227  0.040
H 4.016110 2.707838 -1.359180  0.006
H -8.579721 -10.238240 -5.724264  0.047
H -5.800069 -9.035482 -5.252893  0.025
H -5.604601 -6.038829 -3.074321  0.020
H 5.550294 7.152039 -0.221946  0.050
H 5.156553 1.731282 0.810877  0.063
H 4.432826 -0.203539 5.032623  0.002
H 1.917295 0.372917 5.268941  0.004
H 2.187689 3.159582 2.603730  -0.138
H 2.280112 0.860516 1.014879  0.005
H -7.775005 -2.299700 0.142254  0.022
H -9.477025 -2.441598 0.634115  0.058
H -3.550533 -0.174134 1.645684  0.048
H 5.416758 0.136073 3.640767  0.005
H -7.122843 -8.121236 -5.992473  0.050
H 3.425765 8.299967 -0.484631  0.050
H 1.021124 -1.126360 3.674663  0.086

Atomic forces in eV per Å
0.0215 -2.0888 0.5114
-0.0708 0.0133 -0.1383
-0.0003 0.0422 0.0195
0.0019 0.0059 -0.0655
0.0360 -0.0060 -0.0083
-0.1896 -0.0479 0.1373
0.0321 0.0079 0.0341
0.0066 -0.0191 0.0109
-0.0343 0.0624 -0.0614
0.0207 0.1066 -0.0591
-0.1015 0.1088 -0.1449
-0.0401 0.0244 0.0050
-0.0191 0.0354 -0.0416
0.0484 0.0178 -0.0099
0.0259 -0.1498 0.2698
-0.2423 -0.1036 0.0528
0.0601 -0.0910 0.0024
0.0579 0.0986 -0.0439
0.1108 0.1259 0.0777
-0.0725 0.0418 0.0656
-0.2334 -0.2899 -0.1063
0.1228 -0.1189 0.0806
-0.0167 0.0089 0.0786
0.1531 -0.1024 0.1377
-0.0162 0.0056 -0.0498
-0.1184 -0.0154 -0.0811
-0.1898 -0.2021 -0.1354
0.1257 0.0294 -0.0095
0.1501 0.9062 -0.1894
-0.1310 0.0044 -0.0658
0.1834 1.2966 -0.1767
0.4029 0.2198 -0.1985
0.0179 -0.0523 0.0859
-0.1582 -0.0278 0.1381
-0.0431 -0.0936 0.0247
0.1155 -0.0657 0.0937
0.0016 -0.0167 -0.0331
-0.0212 0.0001 0.0123
0.0186 -0.0077 -0.0231
-0.0009 0.0382 0.0362
-0.1994 -0.3358 0.1205
-0.0074 0.0234 -0.0332
-0.1185 0.3031 -0.3443
-0.0287 0.1078 0.1194
-0.0155 0.2630 -0.0318
-0.1371 0.0103 0.2399
-0.0355 0.0275 -0.0446
0.0807 0.0364 -0.0333
-0.0235 -0.0249 -0.0062
-0.0020 0.0292 -0.0051
0.0196 0.0031 0.0291
-0.0050 0.0745 -0.0878
-0.0670 0.1961 0.0092
0.0526 0.0248 0.0260
0.0261 0.0156 -0.0115
0.0108 0.0145 0.0084
0.0211 0.0216 0.0274
0.0492 -0.1173 -0.1392
-0.0367 -0.0200 0.0116
-0.1806 -0.0304 -0.0366
0.2599 0.0696 0.0454
0.0577 0.1198 0.1105
0.1461 0.0626 -0.1542
-0.0328 0.0207 -0.0091
0.0341 -0.0049 -0.0201
-0.0154 -0.0084 0.0258
-0.0165 0.0527 0.0186
0.2708 -0.0860 0.0253
-0.1693 -0.1451 0.0887
0.0874 -0.0542 0.1515
0.1156 0.2322 -0.0365
-0.2294 -0.2620 -0.0214
0.0256 0.0242 0.0127
-0.0281 0.0026 -0.0049
-0.0445 -0.0173 0.0102
0.0113 -0.1119 -0.1971
-0.0077 0.0053 -0.0161
0.0160 -0.0232 -0.0297
0.1017 -0.2006 -0.0505

---

| no. | E_tot (Ha) |
| --- | --- |
| 1 | -741.2021 |
| 2 | -6920.9176 |
| 3 | -34821.8539 |